DFT (ωB97M-V/def2-TZVPD) results for a cluster of 2 separate species, C5H15N2 in total in a non-equilibrium geometry.

```
! wB97M-V def2-TZVPD RIJCOSX def2/J DEFGRID3
* xyz 1 1
C -1.24 0.64 -1.29
C -2.52 -0.43 0.45
C -0.56 0.85 1.01
C 3.03 0.38 -0.13
C -0.33 -1.25 -0.12
N 4.19 -0.18 -0.02
N -1.17 -0.04 0.01
H -1.76 0.01 -2.01
H -1.79 1.58 -1.19
H -0.24 0.85 -1.66
H -2.94 -1.16 -0.25
H -2.48 -0.89 1.44
H -3.17 0.44 0.48
H -0.49 0.35 1.97
H 0.45 1.13 0.69
H -1.16 1.76 1.13
H 3.15 1.49 -0.12
H 0.70 -0.95 -0.36
H -0.32 -1.80 0.82
H -0.71 -1.89 -0.90
H 4.26 -1.19 -0.02
H 5.09 0.31 0.07
*
```

For the energy, the calculation gives -308.696928 Ha. As for the maximum force: 0.023 Eh/bohr. Its LUMO energy is -2.45 eV.

=====

DFT (ωB97M-V/def2-TZVPD) results for a cluster of 2 separate species, C5H15N2 in total in a non-equilibrium geometry.

```
! wB97M-V def2-TZVPD RIJCOSX def2/J DEFGRID3
* xyz 2 2
N -0.53 1.73 1.08
C -1.89 1.95 0.52
C -1.81 1.94 -1.01
N 0.76 -0.64 0.27
C 1.01 -1.52 -0.79
C 0.41 -2.95 -0.53
C 2.06 -0.17 0.79
H -1.21 2.82 -1.32
H -0.02 0.84 0.80
H -0.51 1.66 2.12
H -2.39 2.82 1.03
H -2.60 1.08 0.69
H -1.36 0.92 -1.19
H -2.84 1.93 -1.41
H 0.58 -1.13 -1.76
H 2.11 -1.73 -1.00
H -0.53 -3.13 -0.98
H 0.31 -3.04 0.48
H 1.10 -3.72 -0.77
H 2.90 -0.21 0.10
H 2.03 1.00 1.06
H 2.43 -0.49 1.84
*
```

For the energy, the calculation gives -308.089119 Ha. As for the maximum force: 0.084 Eh/bohr. Its LUMO energy (alpha / beta) is -12.86 / -12.86 eV.

=====

DFT (ωB97M-V/def2-TZVPD) results for the ion C5H15N2 with charge +2 in a non-equilibrium geometry.

```
! wB97M-V def2-TZVPD RIJCOSX def2/J DEFGRID3
* xyz 2 2
C -0.93 -1.31 0.77
C 0.34 -0.77 1.43
C 1.43 -0.06 0.56
C 1.03 0.91 -0.58
N -0.10 1.79 -0.32
C -1.03 2.03 -1.38
N -0.58 -2.33 -0.32
H -1.59 -0.57 0.33
H -1.47 -1.90 1.51
H -0.03 -0.02 2.14
H 0.85 -1.62 1.86
H 1.98 -0.86 0.08
H 2.11 0.38 1.28
H 0.81 0.30 -1.46
H 1.91 1.49 -0.90
H 0.25 2.66 0.10
H -1.75 2.80 -1.08
H -1.70 1.20 -1.61
H -0.51 2.38 -2.28
H -0.04 -3.11 0.07
H 0.02 -1.88 -1.01
H -1.43 -2.74 -0.73
*
```

For the energy, the calculation gives -308.308224 Ha. As for the maximum force: 0.060 Eh/bohr. Its LUMO energy (alpha / beta) is -7.08 / -11.81 eV.

=====

DFT (ωB97M-V/def2-TZVPD) results for a cluster of 2 separate species, C5H15N2 in total in a non-equilibrium geometry.

```
! wB97M-V def2-TZVPD RIJCOSX def2/J DEFGRID3
* xyz 2 2
N 0.97 1.37 0.06
C 0.03 2.30 0.56
C -0.90 2.96 -0.51
N 0.11 -1.00 0.67
C -0.04 -1.51 -0.66
C -1.30 -2.42 -0.94
C 1.23 -1.59 1.28
H -0.24 3.19 -1.35
H 0.66 0.32 0.31
H 1.92 1.54 0.45
H 0.51 3.16 1.09
H -0.65 1.76 1.24
H -1.60 2.24 -0.94
H -1.41 3.88 -0.26
H -0.19 -0.69 -1.38
H 0.87 -2.05 -0.98
H -1.16 -2.66 -1.99
H -2.27 -1.95 -0.78
H -1.21 -3.30 -0.32
H 1.07 -2.73 1.29
H 2.23 -1.49 0.84
H 1.38 -1.33 2.33
*
```

For the energy, the calculation gives -308.091425 Ha. As for the maximum force: 0.070 Eh/bohr. Its LUMO energy (alpha / beta) is -13.23 / -13.37 eV.

=====

DFT (ωB97M-V/def2-TZVPD) results for a cluster of 2 separate species, C5H15N2 in total in a non-equilibrium geometry.

```
! wB97M-V def2-TZVPD RIJCOSX def2/J DEFGRID3
* xyz 2 2
N 2.29 -1.27 -0.31
C -0.28 0.43 -0.48
C -1.55 0.50 0.33
C -1.76 -0.73 1.28
C -1.74 -2.03 0.45
C 0.88 1.35 -0.06
N 1.70 2.12 -1.03
H 1.41 -0.78 -0.48
H 2.15 -2.09 0.22
H 2.78 -1.60 -1.16
H -0.49 0.38 -1.57
H -2.42 0.58 -0.31
H -1.56 1.45 0.96
H -2.67 -0.61 1.91
H -0.91 -0.77 2.01
H -0.89 -2.01 -0.22
H -2.61 -2.16 -0.21
H -1.67 -2.92 1.12
H 0.45 2.13 0.60
H 1.66 0.78 0.52
H 2.22 1.61 -1.74
H 1.32 2.94 -1.43
*
```

For the energy, the calculation gives -308.120915 Ha. As for the maximum force: 0.089 Eh/bohr. Its LUMO energy (alpha / beta) is -12.08 / -13.68 eV.

=====

DFT (ωB97M-V/def2-TZVPD) results for the ion C5H15N2O with charge +1 in a non-equilibrium geometry.

```
! wB97M-V def2-TZVPD RIJCOSX def2/J DEFGRID3
* xyz 1 1
N -0.85 1.12 -0.71
C -1.19 -0.12 0.10
C -1.71 -1.18 -0.85
O -2.52 -0.49 -1.82
C 0.05 -0.53 0.88
N 0.82 0.63 1.27
C 2.12 0.84 0.61
C 3.15 -0.27 0.83
H -1.72 1.46 -1.11
H -0.51 1.77 -0.01
H -0.14 0.97 -1.42
H -1.95 0.24 0.78
H -0.91 -1.71 -1.38
H -2.35 -1.88 -0.30
H -3.01 -1.12 -2.35
H -0.27 -1.08 1.74
H 0.70 -1.26 0.37
H 0.95 0.81 2.26
H 2.49 1.77 1.00
H 1.98 0.95 -0.47
H 4.15 0.16 0.81
H 3.03 -0.90 1.71
H 3.14 -0.97 0.01
*
```

For the energy, the calculation gives -384.006795 Ha. As for the maximum force: 0.023 Eh/bohr. Its LUMO energy is -3.00 eV. The SMILES is CCNC[C@@H]([NH3+])CO.

=====

DFT (ωB97M-V/def2-TZVPD) results for a cluster of 2 separate species, C5H15N2O in total in a non-equilibrium geometry.

```
! wB97M-V def2-TZVPD RIJCOSX def2/J DEFGRID3
* xyz 1 1
C 1.35 -0.55 1.98
C 0.49 0.72 1.77
C -0.17 1.01 0.42
C -1.73 0.63 0.20
N -1.90 -0.80 -0.22
C -1.14 -1.56 -0.99
N -0.11 -1.17 -1.80
H 1.75 -0.41 3.05
H 0.80 -1.53 1.90
H 2.12 -0.56 1.38
H -0.26 0.56 2.60
H 1.03 1.57 2.19
H 0.49 0.51 -0.29
H -0.01 2.10 0.15
H -2.31 0.55 1.24
H -2.21 1.42 -0.35
H -2.41 -1.28 0.66
H -1.52 -2.64 -1.18
H 0.25 -0.22 -1.84
H 0.46 -1.85 -2.20
H 2.37 1.81 -0.53
H 2.97 0.88 -1.71
O 2.22 1.42 -1.40
*
```

For the energy, the calculation gives -383.958824 Ha. As for the maximum force: 0.104 Eh/bohr. Its LUMO energy is -3.74 eV.

=====

DFT (ωB97M-V/def2-TZVPD) results for a cluster of 2 separate species, C5H15N2O in total in a non-equilibrium geometry.

```
! wB97M-V def2-TZVPD RIJCOSX def2/J DEFGRID3
* xyz 1 1
C 1.12 -2.05 2.47
C 0.21 -1.07 1.77
C 0.32 -1.10 0.22
C -0.54 -0.20 -0.68
C -0.52 -0.35 -1.98
N -0.97 0.69 -2.83
N 0.53 0.27 2.15
H 2.05 -1.62 2.99
H 0.70 -2.91 3.08
H 1.75 -2.62 1.66
H -0.95 -1.24 2.01
H 1.44 -1.09 0.11
H -0.12 -2.11 -0.09
H -1.15 0.58 -0.16
H -0.20 -1.20 -2.48
H -0.34 0.95 -3.56
H -2.01 0.56 -3.00
H -1.03 1.67 -2.08
H 1.50 0.37 2.55
H -0.09 0.96 2.76
H 0.52 2.88 -0.44
H -0.81 3.63 -0.94
O -0.22 2.88 -1.06
*
```

For the energy, the calculation gives -383.911541 Ha. As for the maximum force: 0.135 Eh/bohr. Its LUMO energy is -3.24 eV.

=====

DFT (ωB97M-V/def2-TZVPD) results for a cluster of 2 separate species, C5H15N2O in total in a non-equilibrium geometry.

```
! wB97M-V def2-TZVPD RIJCOSX def2/J DEFGRID3
* xyz 1 1
C -2.18 1.24 0.76
O -2.41 1.36 -0.64
C -0.94 0.38 0.92
C -0.54 0.21 2.38
H -1.97 2.22 1.20
H -3.05 0.78 1.23
H -3.24 1.84 -0.73
H -1.14 -0.59 0.47
H -0.21 0.98 0.36
H -1.38 -0.06 3.02
H 0.26 -0.53 2.45
H -0.12 1.13 2.79
C 0.96 -1.18 -2.83
N 2.27 -0.36 0.52
C 2.09 -0.80 -0.71
N 1.03 -0.67 -1.45
H -0.07 -1.47 -3.03
H 1.59 -2.05 -2.95
H 1.25 -0.40 -3.53
H 1.51 -0.03 1.08
H 3.19 -0.43 0.92
H 2.95 -1.25 -1.20
H 0.16 -0.33 -1.05
*
```

For the energy, the calculation gives -384.017442 Ha. As for the maximum force: 0.021 Eh/bohr. Its LUMO energy is -3.30 eV.

=====

DFT (ωB97M-V/def2-TZVPD) results for a structure of composition C5H15N2O2 in a non-equilibrium geometry.

```
! wB97M-V def2-TZVPD RIJCOSX def2/J DEFGRID3
* xyz -2 2
N 0.18 1.23 2.59
C -1.05 0.73 1.90
C -1.15 1.43 0.57
N -1.16 0.63 -0.61
C 1.04 0.45 -1.85
C 0.05 -0.20 -0.87
C -0.45 -1.62 -1.50
O 0.11 -2.74 -0.97
H 0.91 1.71 1.98
H 0.61 0.38 3.03
H -1.84 0.92 2.57
H -0.86 -0.29 1.70
H -0.31 2.17 0.55
H -2.10 2.04 0.62
H -1.21 1.43 -1.37
H 1.71 -0.32 -2.14
H 0.70 1.13 -2.62
H 1.73 1.06 -1.46
H 0.62 -0.47 0.04
H -0.08 -1.40 -2.50
H -1.53 -1.84 -1.67
H 0.90 -2.67 0.00
H 1.67 -1.43 0.99
O 1.52 -2.33 1.01
*
```

For the energy, the calculation gives -459.274319 Ha. As for the maximum force: 0.086 Eh/bohr. Its LUMO energy (alpha / beta) is 6.54 / 6.61 eV.